# 1
Entry from the OMol25 dataset: a cluster of 7 separate species, C32H68N3O7Si in total at a distorted geometry (the ωB97M-V functional and the def2-TZVPD basis).

Output
HOMO (eV): -11.075
E_tot (eV): -60959.750
Total charge: +1
Frontier orbital gap (eV): 6.99

XYZ file:
```
111
Properties=species:S:1:pos:R:3:forces:R:3
H -4.591558 -2.697811 -1.110683 0.00 -0.02 0.00
H 7.449970 -5.067088 -1.314407 0.00 -0.02 -0.05
H 2.904264 1.493794 4.838022 0.14 -0.23 0.30
H -0.390336 -1.564475 1.232822 -0.32 0.23 -0.11
H -2.317679 2.794153 3.023144 -0.42 0.01 -0.15
C -6.632254 -3.512524 -0.913456 0.07 -0.10 -0.05
H 5.567778 -2.744975 0.562981 0.01 -0.04 0.03
H -1.192307 -0.870263 -3.933470 0.02 0.01 0.01
H -8.406004 2.499658 -2.576559 0.01 0.02 -0.01
H 2.753742 3.174871 5.391811 -0.12 0.24 0.34
C -2.006362 0.353501 -2.292724 0.21 0.05 -0.06
H 1.583241 4.724877 0.608871 0.12 0.23 -0.24
H -7.618157 3.110517 -0.040725 -0.01 -0.02 0.01
H 4.904815 1.256349 2.030487 0.31 0.00 0.05
H -1.054199 0.889838 -2.241405 0.00 0.00 -0.01
C -2.406478 -0.142435 -0.916404 -0.20 -0.09 0.02
H 5.784740 3.906067 2.752421 0.17 0.33 -0.24
H -5.869016 1.453487 0.185564 -0.02 0.05 0.04
H 3.565493 3.641667 -0.962979 0.02 0.04 0.00
C 2.033899 4.035505 -2.476584 -0.08 0.14 0.02
H -2.750254 1.016899 -2.728611 -0.06 -0.04 0.04
H 0.950959 1.410133 2.646090 0.92 -0.36 -0.76
C 1.533592 -5.246534 2.548845 0.10 0.07 -0.16
C 6.357962 -5.128912 -1.348554 0.13 0.05 0.02
H 4.272966 5.628648 -2.202356 0.01 0.00 -0.01
H 0.388990 -1.400238 2.792209 0.37 -0.16 -0.40
O 2.738934 4.238818 2.175272 -0.11 -1.07 0.13
H 6.075522 -6.169841 -1.503169 -0.02 -0.01 0.07
C -1.433493 2.189556 2.922568 0.09 -0.02 -0.48
H 5.324215 4.396082 -2.904415 0.00 -0.03 -0.02
H -6.613956 0.506528 -3.142766 0.06 -0.03 0.03
C -6.465939 1.505479 -2.731340 0.03 0.07 -0.11
O 5.840517 -4.681307 -0.089478 -0.03 0.02 -0.03
O -1.751165 -1.410011 -0.724159 0.17 0.12 0.12
C 5.238437 -3.398847 -0.246976 -0.10 -0.07 -0.01
H 3.597388 1.553010 0.927873 -0.23 -0.08 -0.30
H -5.888933 -1.494233 -1.128113 0.02 0.01 -0.02
H 3.859463 4.117592 -4.816831 0.05 0.02 0.00
H -1.865886 0.245985 3.412648 -1.27 -0.62 -0.82
O 2.147881 4.600360 -3.777583 0.11 -0.03 0.04
C -7.762577 -3.359881 -1.922744 -0.04 0.12 0.00
H -3.486646 -0.295699 -0.851244 -0.01 0.08 0.01
O 1.947088 -3.002583 3.219737 -0.22 -0.14 -0.08
H 4.928314 -2.192865 -2.047947 -0.02 -0.02 0.00
C 5.648574 -2.889943 -1.621652 0.11 0.02 -0.01
H -0.124885 -1.754315 -1.951220 0.00 -0.01 -0.04
N 0.359596 1.333208 1.798673 -0.10 -0.09 0.52
H 0.122081 -3.588229 2.429311 -0.02 -0.01 0.01
H 4.149620 -3.520770 -0.176741 -0.01 0.10 -0.04
C 3.528379 4.850313 -4.074291 0.01 -0.11 -0.06
H -2.103362 0.539144 -0.117208 -0.03 -0.03 -0.01
C 5.783740 -4.193681 -2.403763 -0.12 -0.03 0.01
C 3.842544 1.459877 1.975975 -0.23 0.49 0.33
C -1.214891 -1.857476 -1.982542 0.12 0.03 -0.07
H -0.351104 4.611705 1.622955 -0.17 0.40 0.03
H -5.555686 -1.732881 -3.489989 -0.04 0.00 -0.03
H 1.349064 3.184730 -2.511383 -0.03 0.02 -0.05
H -2.794421 -1.347342 -3.363234 0.00 -0.01 0.00
C 5.157839 3.649812 3.594237 -0.61 -0.44 -0.36
H 0.463765 -4.139468 4.081737 -0.06 -0.06 -0.04
C -5.613492 -2.506244 -1.439961 0.00 0.16 0.08
H 3.676356 -5.749739 2.597794 0.01 0.03 -0.04
H 5.645385 2.807051 4.072751 0.16 -0.14 0.35
C -5.784230 -2.651188 -2.945496 0.01 -0.14 -0.04
C -7.011955 2.931431 -0.926941 0.03 0.11 -0.07
Si 3.503799 2.999604 3.015185 0.96 0.47 0.47
C -0.469631 2.560324 1.823280 -0.25 -0.05 0.43
C -0.496545 0.291524 2.128973 0.01 1.73 -1.06
H 3.892498 -3.331888 3.856463 -0.06 0.08 0.03
H -8.338529 -4.274933 -2.058177 0.00 0.00 -0.06
C -1.822839 -0.958366 -3.051287 -0.12 -0.06 0.07
C 4.286417 4.690891 -2.761893 -0.08 0.12 0.04
O -5.364250 1.479701 -1.810130 -0.01 -0.01 0.05
C 0.899410 -3.976932 3.090591 -0.09 -0.04 0.21
H 6.416136 -4.113635 -3.285712 0.02 0.01 0.01
H 2.926623 -5.495301 4.176936 0.02 0.00 0.00
O -7.149936 -3.000594 -3.164326 0.03 0.04 0.07
H 3.627644 5.846402 -4.503787 -0.07 0.01 -0.01
H -6.213582 2.185361 -3.550825 -0.04 -0.01 -0.02
H 1.790682 3.012056 0.744715 0.35 -0.23 0.05
H 0.989421 -6.144598 2.833055 -0.01 0.01 0.04
H -1.027245 2.580781 0.895123 0.03 -0.01 -0.46
C 3.438852 3.644276 -2.046304 0.10 -0.16 0.01
H 4.798689 -4.543258 -2.721204 0.01 -0.01 -0.01
H 1.582401 -5.208054 1.458351 -0.02 -0.01 0.00
H 5.076126 4.470326 4.292012 0.08 0.26 0.13
H 0.356134 4.074854 3.100251 0.34 -0.01 0.30
H -6.951512 -3.323198 0.110196 -0.01 0.03 0.00
H 1.611729 4.795763 -1.807086 -0.01 -0.05 0.06
C 1.654420 3.920672 1.327703 -0.49 0.66 -0.01
N -0.143953 -0.989478 2.030357 0.08 -0.92 0.95
H -1.459330 -2.910313 -2.120331 -0.03 -0.01 0.08
H -6.787840 3.895972 -1.387120 0.01 0.00 0.02
H 3.682140 2.646810 -2.420842 -0.01 0.00 0.01
C 2.937572 -5.161272 3.137488 -0.05 -0.02 0.16
H -0.881297 2.166583 3.859853 -0.08 0.23 0.40
H -8.158902 1.174318 -1.436102 -0.01 0.00 -0.02
H -5.152624 -3.454997 -3.341122 0.06 0.04 0.01
H 6.615903 -2.386795 -1.562989 -0.01 0.01 0.01
H 3.640111 -3.385593 2.104140 0.03 -0.03 0.00
C -5.722258 2.184776 -0.618542 -0.02 -0.13 0.03
C 2.563516 2.489924 4.583699 0.03 -0.16 -1.31
C 3.217755 -3.668926 3.070448 0.18 0.12 -0.10
H -6.218485 -4.522225 -0.959668 -0.02 0.00 0.00
N -1.676109 0.770438 2.551992 0.72 -0.50 1.92
H -8.449501 -2.557844 -1.631329 -0.02 -0.03 0.05
C -7.668826 2.006300 -1.946759 -0.01 -0.11 0.10
H 1.498627 2.418584 4.373519 -0.32 0.10 0.32
H -4.904131 2.851162 -0.336503 0.04 -0.02 -0.04
H 3.344834 0.604931 2.418705 -0.22 -0.33 -0.15
C 0.285995 3.847021 2.044311 0.06 0.03 -0.40
```
Positions in Å, forces in eV/Å.



# 2
Entry from the OMol25 dataset: a structure of composition C39H33BCsN12O4 at a distorted geometry (the ωB97M-V functional and the def2-TZVPD basis).

Output
HOMO (alpha / beta) (eV): -2.927 / -2.922
E_tot (eV): -68277.937
Multiplicity: 2
Total charge: -2
Frontier orbital gap (alpha / beta) (eV): 6.37 / 5.21
Relative energy (zero: lowest compared OMol25 entry of this formula, charge and spin) (kJ/mol): 156.2

XYZ file:
```
90
Properties=species:S:1:pos:R:3:forces:R:3
C 2.513292 3.266533 1.232899 0.05 0.12 0.01
C -1.533136 0.911312 2.053673 0.05 0.00 0.08
C -0.156446 -6.189788 0.855423 -0.34 0.06 0.08
H 2.380209 4.354473 1.234510 0.00 -0.01 0.01
O 3.410057 -4.925910 -2.353703 0.02 -0.09 -0.02
H -4.694812 2.672965 -3.622412 0.03 -0.02 0.03
N 1.063444 -4.282019 0.146517 0.12 -0.68 0.22
C -3.922375 2.916622 -4.354125 -0.06 0.09 -0.06
N 1.416963 0.503045 -2.852397 -0.28 -0.04 -0.18
N -0.865602 1.789417 -2.899539 0.19 -0.13 -0.16
N -1.804147 5.241767 8.274553 0.00 0.01 0.01
Cs 1.879767 -1.677013 -0.491483 -0.60 1.48 -0.28
N -1.771295 1.086014 0.723313 -0.11 0.02 -0.07
C -0.333432 1.724687 2.503242 -0.04 0.12 -0.02
O 3.639559 -3.452128 -0.669196 0.80 -1.31 -0.16
C -2.549320 2.780337 -3.773885 -0.12 -0.04 0.04
C 1.323734 2.579168 0.655380 0.19 -0.16 -0.12
N 1.430329 1.807954 -0.360838 -0.20 0.01 -0.15
N 0.225746 1.268898 -0.725172 0.22 -0.23 -0.08
C 3.060321 -0.559473 -3.757726 -0.08 -0.12 -0.05
H 4.391437 1.231788 -3.969424 0.00 0.02 0.00
C 2.729686 -0.015868 3.669494 0.01 -0.21 -0.30
H -3.206576 0.376763 -0.682526 -0.02 0.03 0.01
N 1.191451 -0.131707 1.945001 0.20 0.22 0.22
H -2.573856 -0.322756 3.549605 -0.02 -0.01 0.01
C -2.186636 -3.239062 -4.102740 -0.03 -0.04 0.01
C -0.517848 3.085170 -3.010387 -0.04 0.08 0.04
H 2.256492 2.447739 -2.790863 0.03 0.01 0.00
C 2.311658 -0.655279 2.419512 -0.07 0.01 0.61
C 3.096012 -4.427270 -1.262046 0.20 -0.15 0.08
C -0.828655 1.929158 0.035334 -0.09 -0.05 0.05
C -2.502633 0.080930 2.555127 -0.06 0.05 -0.05
C -0.854863 -3.863769 1.619222 -0.37 0.41 0.47
C 0.703876 -7.015178 0.155173 0.08 -0.05 -0.08
H -4.097656 3.938230 -4.697399 0.02 -0.01 0.01
H 3.775899 -2.580064 -3.569881 -0.03 0.01 0.01
H -0.586592 5.692205 5.052198 -0.01 0.00 0.00
H 2.427906 -7.044652 -1.164588 0.01 0.00 0.00
C -1.681750 -2.345771 -3.015089 -0.02 -0.05 -0.04
H -1.239910 0.807730 4.847034 0.01 -0.02 -0.03
H 1.747871 1.633651 4.734811 0.03 -0.01 0.01
H 2.722924 2.964721 2.263253 -0.08 -0.05 0.00
C -0.448220 3.925910 3.836130 0.04 0.03 0.08
C 1.896303 -5.075295 -0.534609 0.00 0.06 0.00
C -1.111984 1.880558 4.882130 -0.06 0.02 0.05
C 3.453093 0.793936 -3.669551 0.05 -0.06 -0.01
H 2.798623 -1.482346 1.918016 0.09 0.06 0.36
H 0.435278 3.436890 -2.652649 0.01 0.03 -0.01
H -1.636389 4.826611 -3.794003 0.01 0.00 -0.01
H -1.682019 -4.207681 -4.082766 0.01 0.01 0.01
C 0.855756 0.845539 2.798024 0.02 -0.06 0.14
H -1.375865 2.638979 -0.595912 0.04 0.00 -0.01
H 3.597686 -0.281128 4.252008 -0.01 0.02 0.02
C -1.232859 3.940088 6.104051 -0.08 0.19 0.28
C -0.742331 4.622949 5.000683 0.04 -0.06 -0.10
H -0.461683 3.602983 1.360401 0.02 -0.02 0.00
H -2.092388 -3.388618 -1.044111 0.00 -0.03 -0.03
O -0.277396 -2.891963 2.160663 0.07 -0.12 -0.26
C -3.374606 -0.219562 1.469864 0.08 -0.14 0.01
C 1.803900 0.940692 3.910401 -0.28 0.07 -0.19
N -1.111705 -1.197710 -3.318036 0.07 0.06 0.14
H -1.000128 -6.570601 1.416018 0.01 -0.02 -0.01
O -2.067151 -4.173863 1.673261 0.16 -0.15 -0.09
C -1.096894 -1.448971 -1.100742 0.00 0.20 -0.01
H 4.859068 -1.494164 -4.447895 -0.01 0.01 0.00
H -2.002411 -2.773164 -5.070085 0.01 0.02 0.00
C -0.644698 2.552217 3.750082 0.01 -0.01 -0.15
C -1.551909 4.663931 7.312660 0.06 -0.13 -0.18
H -4.209978 -0.899402 1.492320 0.01 0.00 0.03
N 1.841269 -0.723854 -3.280987 -0.26 0.47 0.05
H 3.385391 3.027297 0.625101 0.00 0.00 0.00
H -1.782599 2.027081 6.912022 0.00 0.00 0.00
C 2.379334 1.420746 -3.083084 -0.09 -0.07 -0.04
H 0.568125 -8.091919 0.171773 -0.02 0.00 0.01
C 0.039463 -4.812608 0.825717 0.57 -0.11 -0.34
N -0.740927 -0.635060 -2.135883 -0.17 0.03 -0.08
C -1.411348 2.558610 6.046152 0.01 -0.05 -0.04
H -0.874746 -1.217723 -0.068132 -0.10 0.05 -0.06
C 3.810889 -1.746752 -4.274695 0.14 0.03 -0.04
C -1.702890 -2.561083 -1.615560 0.00 0.06 -0.06
C -2.895934 0.410191 0.349031 0.01 0.11 0.01
C -0.070809 2.600895 1.194315 -0.13 0.10 0.09
B 0.013209 0.693337 -2.159264 0.05 0.16 0.11
H -3.259356 -3.425667 -4.004463 0.00 0.01 0.01
C -1.575834 3.774376 -3.567711 0.06 -0.05 -0.04
H 3.387956 -2.096609 -5.218661 -0.02 0.01 0.00
H -4.056302 2.246726 -5.204902 0.02 -0.01 0.01
N -2.116473 1.597589 -3.361087 0.06 0.02 0.13
C 1.740449 -6.455107 -0.574428 -0.05 0.01 0.03
H -0.049051 4.479150 2.998536 0.01 -0.01 0.01
```
Positions in Å, forces in eV/Å.



# 3
Entry from the OMol25 dataset: the molecule C15H13N3O3 at a distorted geometry (the ωB97M-V functional and the def2-TZVPD basis).

Output
HOMO (eV): -8.972
E_tot (eV): -26377.870
Total charge: 0
Frontier orbital gap (eV): 9.53
Relative energy (zero: lowest compared OMol25 entry of this formula, charge and spin) (kJ/mol): 13.9
SMILES string: Cc1ccccc1-c1noc(CNC(=O)c2ccco2)n1

XYZ file:
```
34
Properties=species:S:1:pos:R:3:forces:R:3
N 1.321730 1.278029 -0.490225 1.11 0.11 0.31
H -4.367722 -0.534509 -4.867482 -0.10 0.22 -0.03
H -2.566907 0.233580 0.882226 0.10 0.14 -0.13
C -3.822938 -1.328310 -4.400708 0.36 0.24 0.84
C 4.742401 1.670709 1.878234 0.07 0.01 -0.01
C -2.160090 0.542838 -0.085530 -0.22 0.18 -0.22
C -3.195674 -1.264339 -3.183221 -0.68 0.30 -1.10
O -3.613339 0.936043 -2.430624 -0.10 0.05 -0.24
C 1.149188 0.091456 3.631387 -0.08 -0.05 0.18
H -3.942504 -3.041695 -5.818387 -0.03 -0.15 -0.17
O 0.057430 1.135481 -0.960995 -0.95 -0.15 0.06
C -3.599151 -2.632439 -4.890949 0.31 -0.37 0.32
H 3.584023 1.904081 0.088937 0.06 0.05 -0.09
C 3.553391 0.745552 3.742078 0.07 0.03 0.00
C 2.412639 1.077807 1.664707 0.65 0.10 0.30
C -3.101824 -0.147232 -2.233828 0.15 -0.18 0.31
H 1.352686 -0.225513 4.651380 0.05 -0.02 0.06
H -2.664442 1.455605 -0.426038 0.06 -0.14 0.17
C 3.594928 1.583307 1.118674 -0.11 -0.05 0.10
O -2.604270 -2.453941 -2.906882 0.19 0.15 0.46
H 5.649769 2.065105 1.446531 0.07 0.03 -0.04
H 5.612532 1.313464 3.804152 0.07 0.01 0.05
N -0.024477 0.708147 1.183434 -0.60 -0.05 -0.09
C -2.855018 -3.266458 -3.941834 -0.34 -0.17 -0.74
N -2.408373 -0.447104 -1.102750 0.19 -0.18 0.22
C 2.383111 0.648222 2.998779 0.05 0.06 -0.20
C 4.720427 1.249693 3.198573 0.01 0.01 -0.01
H 3.546333 0.417156 4.771792 -0.03 -0.04 0.08
H 0.358509 0.838531 3.640142 -0.08 -0.09 0.07
C -0.704891 0.797692 0.084873 0.52 0.00 0.39
H -1.980436 -1.355057 -1.012654 -0.07 0.03 -0.07
H -2.456732 -4.260931 -3.890545 0.09 -0.09 0.10
H 0.777129 -0.757466 3.061800 -0.10 -0.03 0.08
C 1.252563 1.022498 0.794954 -0.67 0.06 -0.97
```
Positions in Å, forces in eV/Å.



no.,M (g mol⁻¹)
1,635.0
2,877.5
3,283.3